[1]
C3H7FS | wB97M-V/def2-TZVPD

Geometry (Å):
C (1.185, -0.599, 0.599)
C (-0.066, 0.145, 0.914)
C (-0.807, 0.786, -0.694)
F (-0.147, 1.952, -0.953)
S (-0.550, -0.362, -2.045)
H (1.190, -1.520, 1.256)
H (1.083, -0.761, -0.507)
H (2.079, -0.107, 0.887)
H (-0.908, -0.326, 1.407)
H (0.040, 1.187, 1.210)
H (-1.833, 1.022, -0.349)
H (-1.267, -1.417, -1.725)

The value obtained for the lowest unoccupied orbital energy is 0.77 eV. The HOMO-LUMO gap comes out at 9.845 eV. Its highest occupied orbital energy is -9.08 eV. Its SMILES is CC[C@@H](F)S. Its calculated total energy is -16775.388 eV. The calculation puts the energy above the lowest of the compared OMol25 structures with the same formula, charge and spin at 154.0 kJ/mol. Its charge is 0.

[2]
C3H11FOS2Si2 | wB97M-V/def2-TZVPD

Geometry (Å):
C (-0.784, -2.542, 1.212)
C (0.401, -2.657, 0.056)
S (0.402, -1.126, -1.023)
C (1.705, 0.112, -0.497)
Si (1.034, 1.691, 0.374)
F (2.034, 1.896, 1.861)
O (-0.634, 1.601, 0.914)
Si (-1.778, 2.031, -0.345)
S (-1.185, 3.674, -1.612)
H (-0.417, -2.960, 2.253)
H (-1.725, -3.204, 0.895)
H (-1.199, -1.431, 1.322)
H (0.112, -3.595, -0.609)
H (1.467, -2.927, 0.520)
H (2.259, 0.474, -1.486)
H (2.536, -0.382, 0.191)
H (1.337, 2.897, -0.437)
H (-2.063, 0.832, -1.161)
H (-3.043, 2.388, 0.324)
H (-0.460, 3.229, -2.754)

The value obtained for the lowest unoccupied orbital energy is 0.25 eV. The HOMO-LUMO gap comes out at 8.975 eV. Its highest occupied orbital energy is -8.72 eV. Its calculated total energy is -45482.273 eV. Its charge is 0.

[3]
C3H9N2O | wB97M-V/def2-TZVPD

Geometry (Å):
O (1.827, -0.051, -0.688)
C (0.926, 0.195, 0.510)
C (0.020, -1.020, 0.589)
N (-0.930, -0.704, -0.421)
C (-1.185, 0.790, -0.341)
N (0.007, 1.271, 0.402)
H (2.742, -0.011, -0.422)
H (1.683, 0.428, 1.293)
H (0.660, -1.930, 0.196)
H (-0.445, -1.156, 1.587)
H (-0.752, -0.981, -1.385)
H (-1.830, -1.334, -0.299)
H (-2.031, 1.107, 0.188)
H (-1.166, 1.233, -1.402)
H (0.473, 2.164, 0.194)

The value obtained for the lowest unoccupied orbital energy is -3.69 eV. The HOMO-LUMO gap comes out at 10.443 eV. Its highest occupied orbital energy is -14.13 eV. Its SMILES is O[C@@H]1C[NH2+]CN1. Its calculated total energy is -8276.737 eV. The calculation puts the energy above the lowest of the compared OMol25 structures with the same formula, charge and spin at 225.5 kJ/mol. Its charge is +1.

[4]
C10H17NO2 | wB97M-V/def2-TZVPD

Geometry (Å):
C (-0.466, -0.091, 0.616)
C (-1.862, -1.407, 1.720)
C (0.859, 1.697, 0.434)
C (-1.543, -1.935, 0.233)
C (1.910, 1.550, -0.543)
C (0.102, 2.791, 1.000)
C (-0.669, -3.226, 0.210)
C (-2.846, -1.918, -0.465)
C (2.535, 2.797, -1.186)
C (2.092, 0.364, -1.413)
N (-0.560, -0.953, -0.297)
O (-0.891, -0.267, 1.841)
O (2.142, 1.312, 0.851)
H (-2.841, -0.987, 1.754)
H (-1.680, -2.115, 2.500)
H (0.433, 3.747, 0.595)
H (0.174, 2.904, 2.117)
H (-1.005, 2.666, 0.649)
H (-0.563, -3.542, 1.267)
H (0.389, -2.967, -0.001)
H (-0.968, -4.005, -0.466)
H (-2.701, -2.022, -1.589)
H (-3.345, -0.872, -0.412)
H (-3.382, -2.798, -0.018)
H (3.306, 2.411, -1.959)
H (3.156, 3.407, -0.508)
H (1.927, 3.454, -1.767)
H (3.075, 0.053, -1.772)
H (1.625, 0.372, -2.434)
H (1.597, -0.422, -0.957)

The value obtained for the lowest unoccupied orbital energy is 0.86 eV. The HOMO-LUMO gap comes out at 9.370 eV. Its highest occupied orbital energy is -8.51 eV. Its calculated total energy is -16225.726 eV. The calculation puts the energy above the lowest of the compared OMol25 structures with the same formula, charge and spin at 570.9 kJ/mol. Its charge is 0.

[5]
C19H52BaF6O15 | wB97M-V/def2-TZVPD

Geometry (Å):
Ba (-2.827, -3.171, 1.745)
C (0.704, -3.848, 1.785)
O (-0.179, -3.746, 0.625)
O (0.021, -3.418, 2.819)
C (1.296, -5.275, 1.837)
F (2.289, -5.466, 0.941)
F (1.802, -5.549, 3.050)
F (0.377, -6.253, 1.588)
C (0.401, -3.705, -0.666)
C (-0.729, -3.937, -1.660)
H (-1.265, -4.850, -1.375)
H (-1.404, -3.090, -1.782)
H (-0.335, -4.164, -2.656)
H (1.178, -4.442, -0.868)
H (0.796, -2.701, -0.852)
H (1.555, -3.180, 1.546)
C (-1.908, 1.809, -4.832)
O (-0.802, 0.854, -4.816)
O (-1.663, 2.835, -5.576)
C (-3.215, 1.046, -5.234)
F (-4.298, 1.844, -5.266)
F (-3.127, 0.436, -6.435)
F (-3.533, 0.051, -4.335)
C (-0.722, -0.031, -3.718)
C (0.677, -0.611, -3.718)
H (0.857, -1.408, -2.994)
H (0.856, -1.003, -4.723)
H (1.375, 0.206, -3.530)
H (-1.501, -0.796, -3.850)
H (-0.941, 0.457, -2.758)
H (-2.060, 2.100, -3.761)
O (0.883, 0.558, 2.175)
C (0.600, 0.209, 0.864)
C (-0.840, -0.025, 0.381)
O (-1.667, -0.803, 1.199)
H (1.174, -0.713, 0.604)
H (1.051, 0.950, 0.167)
H (-0.735, -0.518, -0.603)
H (-1.299, 0.971, 0.234)
C (-3.836, 1.916, 3.280)
O (-2.783, 0.990, 3.233)
H (-4.740, 1.513, 2.806)
H (-4.049, 2.180, 4.316)
H (-3.600, 2.843, 2.744)
H (-2.655, 0.661, 2.328)
C (0.685, 2.746, 5.243)
O (0.000, 1.724, 4.562)
H (1.771, 2.588, 5.293)
H (0.523, 3.742, 4.809)
H (0.339, 2.744, 6.285)
H (0.475, 1.599, 3.710)
C (4.333, -0.163, -1.076)
O (4.960, 0.694, -2.030)
H (4.468, 0.241, -0.079)
H (3.267, -0.285, -1.275)
H (4.822, -1.140, -1.115)
H (4.810, 0.423, -2.939)
C (-3.689, 1.540, -1.284)
O (-3.862, 1.178, 0.068)
H (-2.837, 2.216, -1.413)
H (-3.558, 0.665, -1.915)
H (-4.543, 2.106, -1.661)
H (-3.118, 0.637, 0.379)
C (4.352, 1.881, 2.221)
O (3.309, 1.733, 3.133)
H (4.994, 0.989, 2.178)
H (4.003, 2.101, 1.208)
H (5.001, 2.690, 2.565)
H (2.567, 1.237, 2.718)
C (3.244, -1.875, 3.028)
O (3.386, -1.269, 1.760)
H (3.712, -2.867, 3.008)
H (3.781, -1.300, 3.791)
H (2.193, -2.021, 3.285)
H (2.653, -0.643, 1.651)
C (-4.096, -1.965, -1.822)
O (-4.353, -2.545, -0.527)
H (-4.842, -1.192, -2.003)
H (-3.117, -1.497, -1.811)
H (-4.171, -2.714, -2.611)
H (-5.299, -2.595, -0.370)
C (-0.429, 3.841, 1.810)
O (0.902, 3.371, 1.907)
H (-0.432, 4.905, 1.562)
H (-0.952, 3.308, 1.008)
H (-0.940, 3.694, 2.768)
H (0.872, 2.390, 1.835)
C (1.988, 2.739, -1.881)
O (2.680, 2.128, -2.947)
H (2.335, 2.369, -0.905)
H (2.192, 3.814, -1.793)
H (0.921, 2.541, -1.945)
H (3.523, 1.774, -2.639)

The value obtained for the lowest unoccupied orbital energy is 1.76 eV. The HOMO-LUMO gap comes out at 3.650 eV. Its highest occupied orbital energy is -1.89 eV. Its calculated total energy is -68254.046 eV. Its charge is -2.

[6]
C19H27N3O5 | wB97M-V/def2-TZVPD

Geometry (Å):
C (-4.282, -0.100, -3.365)
O (-4.730, -0.485, -2.086)
C (-3.962, -0.168, -1.010)
C (-2.753, 0.507, -1.086)
C (-2.055, 0.778, 0.088)
N (-0.835, 1.464, 0.092)
C (-0.100, 1.889, -0.959)
O (-0.384, 1.775, -2.130)
C (1.205, 2.582, -0.512)
N (2.108, 1.670, 0.155)
C (1.956, 1.244, 1.477)
O (1.049, 1.565, 2.211)
N (3.000, 0.440, 1.751)
C (3.853, 0.204, 0.608)
C (5.299, 0.611, 0.889)
C (3.768, -1.251, 0.116)
C (2.339, -1.662, -0.242)
C (2.192, -3.126, -0.682)
C (2.539, -4.104, 0.439)
C (3.012, -3.430, -1.933)
C (3.227, 1.138, -0.430)
O (3.632, 1.374, -1.535)
C (-2.557, 0.379, 1.317)
C (-3.774, -0.299, 1.387)
O (-4.183, -0.647, 2.638)
C (-5.413, -1.316, 2.777)
C (-4.475, -0.571, 0.224)
H (-3.322, -0.565, -3.611)
H (-5.043, -0.451, -4.061)
H (-4.187, 0.987, -3.447)
H (-2.338, 0.828, -2.024)
H (-0.446, 1.617, 1.021)
H (1.719, 2.953, -1.401)
H (0.967, 3.408, 0.165)
H (3.088, -0.053, 2.623)
H (5.855, 0.627, -0.045)
H (5.767, -0.093, 1.572)
H (5.332, 1.605, 1.330)
H (4.405, -1.333, -0.764)
H (4.164, -1.901, 0.898)
H (1.982, -1.024, -1.055)
H (1.686, -1.496, 0.619)
H (1.133, -3.265, -0.931)
H (3.603, -4.084, 0.661)
H (1.987, -3.864, 1.345)
H (2.281, -5.117, 0.141)
H (4.077, -3.426, -1.713)
H (2.815, -2.694, -2.709)
H (2.754, -4.413, -2.320)
H (-2.021, 0.586, 2.230)
H (-5.538, -1.482, 3.846)
H (-6.244, -0.710, 2.405)
H (-5.407, -2.280, 2.259)
H (-5.419, -1.090, 0.224)

The value obtained for the lowest unoccupied orbital energy is 0.60 eV. The HOMO-LUMO gap comes out at 8.718 eV. Its highest occupied orbital energy is -8.12 eV. Its SMILES is COc1cc(NC(=O)CN2C(=O)N[C@@](C)(CCC(C)C)C2=O)cc(OC)c1. Its calculated total energy is -34850.996 eV. The calculation puts the energy above the lowest of the compared OMol25 structures with the same formula, charge and spin at 0.0 kJ/mol. Its charge is 0.

[7]
C3H3N2O | wB97M-V/def2-TZVPD

Geometry (Å):
C (1.422, -0.029, 0.045)
C (-0.031, -0.174, -0.023)
C (-1.181, 1.115, -0.125)
N (-2.315, 0.675, -0.069)
O (-2.271, -0.646, 0.070)
N (-0.932, -1.017, 0.079)
H (1.805, -1.031, 0.086)
H (2.002, 0.514, 0.883)
H (1.501, 0.592, -0.945)

The value obtained for the lowest unoccupied orbital energy (spin up / spin down) is -9.90 / -9.90 eV. The HOMO-LUMO gap (spin up / spin down) comes out at 7.714 / 7.717 eV. Its highest occupied orbital energy (spin up / spin down) is -17.62 / -17.62 eV. Its SMILES is Cc1c#[n+]on1. Its calculated total energy is -8170.407 eV. The calculation puts the energy above the lowest of the compared OMol25 structures with the same formula, charge and spin at 820.4 kJ/mol. Its charge is +1.

[8]
C6H6Br18 | wB97M-V/def2-TZVPD

Geometry (Å):
C (-0.465, 1.415, -4.358)
Br (-2.389, 0.765, -3.889)
Br (0.753, -0.147, -4.939)
Br (0.439, 2.347, -2.977)
H (-0.381, 2.060, -5.232)
C (2.613, -3.875, -3.191)
Br (3.830, -3.542, -1.613)
Br (2.217, -5.853, -3.066)
Br (3.464, -3.294, -4.884)
H (1.742, -3.238, -3.035)
C (-0.369, -3.296, 2.574)
Br (-1.730, -4.547, 3.288)
Br (0.279, -3.953, 0.797)
Br (1.165, -2.938, 3.823)
H (-0.924, -2.372, 2.413)
C (-0.067, 0.101, -0.057)
Br (0.871, -0.925, -1.460)
Br (1.019, 0.216, 1.633)
Br (-1.882, -0.662, 0.153)
H (-0.217, 1.120, -0.413)
C (-1.364, 0.839, 4.601)
Br (-0.969, 2.683, 5.409)
Br (-2.649, 0.954, 3.094)
Br (-1.946, -0.528, 5.963)
H (-0.413, 0.469, 4.218)
C (-0.511, 5.331, 0.381)
Br (0.995, 6.192, -0.631)
Br (-0.211, 3.479, 0.901)
Br (-2.139, 5.333, -0.799)
H (-0.763, 5.866, 1.296)

The value obtained for the lowest unoccupied orbital energy is -0.96 eV. The HOMO-LUMO gap comes out at 9.229 eV. Its highest occupied orbital energy is -10.19 eV. Its calculated total energy is -1267080.594 eV. The calculation puts the energy above the lowest of the compared OMol25 structures with the same formula, charge and spin at 108.0 kJ/mol. Its charge is 0.

[9]
C10H12O2 | wB97M-V/def2-TZVPD

Geometry (Å):
C (1.214, 2.435, 2.517)
C (0.550, 1.508, 0.480)
C (0.139, 1.921, -0.912)
C (-0.479, 0.882, -1.631)
C (-0.638, -0.434, -1.200)
C (-1.377, -1.661, -3.047)
C (-0.088, -0.711, -0.029)
C (0.149, -1.972, 0.527)
C (0.302, -2.270, 1.871)
C (0.514, 0.306, 0.832)
H (1.644, 1.138, 2.963)
H (1.918, 3.449, 2.499)
H (0.160, 3.012, 3.319)
H (0.448, 3.052, -1.133)
H (-0.961, 1.346, -2.544)
H (-1.807, -2.779, -3.139)
H (-2.324, -1.035, -3.611)
H (-0.307, -1.629, -3.837)
H (-0.053, -2.952, -0.055)
H (-0.166, -3.455, 2.370)
H (0.560, -1.422, 2.557)
H (0.976, 0.351, 1.784)
O (0.980, 2.454, 1.132)
O (-1.356, -1.533, -1.712)

The value obtained for the lowest unoccupied orbital energy is 0.32 eV. The HOMO-LUMO gap comes out at 8.181 eV. Its highest occupied orbital energy is -7.86 eV. Its calculated total energy is -14649.203 eV. The calculation puts the energy above the lowest of the compared OMol25 structures with the same formula, charge and spin at 975.3 kJ/mol. Its charge is 0.

[10]
C21H31CaN5O6S | wB97M-V/def2-TZVPD

Geometry (Å):
O (0.298, -1.403, -5.051)
H (-0.651, -1.639, -5.352)
Ca (0.160, 0.212, -1.221)
N (1.563, -1.335, -2.201)
N (-0.684, -1.944, -1.030)
N (0.376, 2.484, -1.670)
N (-1.637, 1.484, -0.266)
O (2.620, -0.977, -2.733)
O (1.397, 3.178, -2.342)
O (-2.565, 0.982, 0.670)
O (-1.860, -2.075, -0.534)
C (-0.107, -2.960, -1.766)
C (1.118, -2.633, -2.373)
C (-0.261, 3.301, -0.850)
C (-1.391, 2.778, -0.089)
C (1.936, -3.487, -3.245)
H (1.968, -3.023, -4.240)
H (1.553, -4.504, -3.307)
H (2.935, -3.510, -2.791)
C (-0.776, -4.265, -1.910)
H (-1.747, -4.105, -2.388)
H (-0.918, -4.746, -0.937)
H (-0.189, -4.938, -2.530)
C (0.279, 4.660, -0.629)
C (-2.096, 3.652, 0.886)
H (0.996, 4.922, -1.407)
H (0.808, 4.675, 0.336)
H (-0.536, 5.378, -0.608)
H (-2.704, 3.100, 1.603)
H (-2.733, 4.354, 0.342)
H (-1.346, 4.232, 1.438)
H (2.035, 2.486, -2.595)
H (-2.621, 0.020, 0.454)
C (-1.858, 0.411, -3.323)
H (-1.509, 0.071, -4.334)
H (-1.993, 1.508, -3.266)
H (-2.751, -0.120, -2.947)
O (1.801, 0.971, -5.087)
H (1.616, 0.098, -5.512)
H (0.886, 1.284, -4.966)
N (1.653, 0.147, 0.742)
S (1.847, -0.328, 2.245)
C (1.018, 0.977, 3.163)
C (-0.347, 1.229, 3.066)
C (-0.914, 2.260, 3.822)
C (-0.101, 3.065, 4.622)
C (1.279, 2.864, 4.643)
C (1.845, 1.833, 3.903)
C (0.788, -1.735, 2.528)
C (-0.040, -1.830, 3.654)
C (-0.834, -2.959, 3.837)
C (-0.802, -3.999, 2.913)
C (0.018, -3.900, 1.789)
C (0.832, -2.787, 1.609)
H (2.363, 0.892, 0.627)
H (-0.981, 0.628, 2.415)
H (-1.991, 2.425, 3.798)
H (-0.550, 3.863, 5.211)
H (1.918, 3.519, 5.234)
H (2.924, 1.682, 3.911)
H (-0.060, -1.039, 4.401)
H (-1.459, -3.036, 4.723)
H (-1.391, -4.899, 3.081)
H (0.048, -4.717, 1.072)
H (1.518, -2.733, 0.765)

The value obtained for the lowest unoccupied orbital energy (spin up / spin down) is -1.28 / -1.36 eV. The HOMO-LUMO gap (spin up / spin down) comes out at 4.965 / 4.596 eV. Its highest occupied orbital energy (spin up / spin down) is -6.24 / -5.96 eV. Its calculated total energy is -71279.287 eV. Its charge is 0.

[11]
C6H13N3 | wB97M-V/def2-TZVPD

Geometry (Å):
C (-0.128, 1.805, 1.839)
C (-0.183, 1.118, 0.485)
C (0.973, 1.555, -0.441)
N (1.017, 0.815, -1.710)
C (0.514, -0.397, -1.702)
N (-0.258, -0.946, -0.713)
C (-0.234, -2.394, -0.631)
N (-0.135, -0.347, 0.599)
C (-1.182, -0.956, 1.484)
H (-1.135, 1.692, 2.323)
H (0.058, 2.832, 1.686)
H (0.756, 1.508, 2.424)
H (-1.235, 1.423, 0.150)
H (0.781, 2.623, -0.754)
H (1.883, 1.558, 0.102)
H (0.799, -0.967, -2.630)
H (-1.281, -2.822, -0.532)
H (0.230, -2.752, -1.557)
H (0.481, -2.741, 0.173)
H (-0.875, -2.070, 1.697)
H (-2.268, -0.878, 1.073)
H (-1.109, -0.446, 2.414)

The value obtained for the lowest unoccupied orbital energy is 0.95 eV. The HOMO-LUMO gap comes out at 8.878 eV. Its highest occupied orbital energy is -7.93 eV. Its SMILES is C[C@H]1CN=CN(C)N1C. Its calculated total energy is -10900.757 eV. The calculation puts the energy above the lowest of the compared OMol25 structures with the same formula, charge and spin at 256.2 kJ/mol. Its charge is 0.

| no. | molecular weight (g/mol) |
| --- | --- |
| 1 | 94.15 |
| 2 | 202.42 |
| 3 | 89.12 |
| 4 | 183.25 |
| 5 | 771.93 |
| 6 | 377.44 |
| 7 | 83.07 |
| 8 | 1516.39 |
| 9 | 164.20 |
| 10 | 521.65 |
| 11 | 127.19 |